{
  "formula": "C2H2F2LiO2",
  "method": "wB97M-V/def2-TZVPD",
  "orbital_gap_ev": [8.54, 8.55],
  "e_homo_ha": [-0.558, -0.558],
  "total_charge": 1,
  "species": ["F", "H", "O", "O", "C", "C", "F", "H", "Li"],
  "xyz": [[-1.04689, -0.74249, -0.24434], [-0.45067, 2.10442, 0.89310], [0.79365, 1.27601, -0.48862], [-0.52999, -0.09884, -1.53137], [0.16481, 1.24364, 0.59255], [-0.24867, -0.08099, 1.10887], [0.78656, -0.90757, 1.17449], [-0.97786, -0.16345, 1.91860], [1.58325, -0.61582, -0.91623]]
}

---

{
  "formula": "C2H2F2O2",
  "method": "wB97M-V/def2-TZVPD",
  "de_lowest_kcal_mol": 7.0,
  "orbital_gap_ev": 12.30,
  "smiles": "O=COC(F)F",
  "e_homo_ha": -0.418,
  "total_charge": 0,
  "species": ["C", "C", "O", "O", "F", "F", "H", "H"],
  "xyz": [[1.17251, 0.59182, 0.22798], [-0.87095, -0.54460, -0.10814], [0.66272, 1.63745, 0.28903], [0.57694, -0.55461, -0.14137], [-1.34613, -0.91684, -1.29074], [-1.39573, -1.30625, 0.81704], [2.26435, 0.55536, 0.26494], [-1.06370, 0.53767, -0.05875]]
}

---

{
  "formula": "C2H2F2O3",
  "method": "wB97M-V/def2-TZVPD",
  "de_lowest_kcal_mol": 0.0,
  "orbital_gap_ev": [7.42, 9.56],
  "multiplicity": 3,
  "e_homo_ha": [-0.252, -0.455],
  "total_charge": 0,
  "species": ["C", "C", "O", "O", "O", "F", "F", "H", "H"],
  "xyz": [[2.20410, -1.19803, -1.26334], [0.50760, 0.38207, -0.29800], [2.50334, -1.82971, -2.20485], [1.09245, 0.59102, 0.91447], [-0.68275, -0.14983, -0.30011], [3.19477, -0.60622, -0.39128], [0.76084, 1.29082, -1.21029], [1.91497, 0.07902, 0.75341], [-1.03619, -0.11454, -1.19967]]
}

---

{
  "formula": "C2H2F2OS",
  "method": "wB97M-V/def2-TZVPD",
  "de_lowest_kcal_mol": 61.4,
  "orbital_gap_ev": 9.52,
  "e_homo_ha": -0.399,
  "total_charge": 0,
  "species": ["C", "C", "O", "F", "F", "S", "H", "H"],
  "xyz": [[-1.23630, 0.05896, -0.38360], [0.25088, 0.08853, -0.24502], [-2.01354, 0.91082, -0.16709], [-0.09332, -0.83227, 1.42852], [0.91974, -0.93815, -0.72355], [1.24173, 1.41085, 0.24029], [-1.35707, -1.08008, -0.61807], [2.28787, 0.38134, 0.46853]]
}

---

{
  "formula": "C2H2F2OS",
  "method": "wB97M-V/def2-TZVPD",
  "de_lowest_kcal_mol": 81.8,
  "orbital_gap_ev": 9.32,
  "e_homo_ha": -0.382,
  "total_charge": 0,
  "species": ["C", "C", "O", "F", "F", "S", "H", "H"],
  "xyz": [[-0.30465, -0.41083, 0.03766], [0.81930, 0.40687, -0.31528], [-2.83030, -0.90164, 0.40495], [1.64888, 0.55289, 0.75760], [0.59559, 1.72685, -0.48734], [-1.85099, 0.12601, 0.07148], [0.32093, -1.67498, 0.68908], [1.60125, 0.17483, -1.15814]]
}

---

{
  "formula": "C2H2F2OS",
  "method": "wB97M-V/def2-TZVPD",
  "de_lowest_kcal_mol": 16.7,
  "orbital_gap_ev": 10.12,
  "smiles": "O=CC(F)(F)S",
  "e_homo_ha": -0.378,
  "total_charge": 0,
  "species": ["C", "C", "O", "F", "F", "S", "H", "H"],
  "xyz": [[-0.89730, 0.34385, -0.57230], [-0.07388, -0.50141, 0.36698], [-1.03962, 0.13874, -1.73984], [-0.63954, -0.62296, 1.57782], [0.35117, -1.68796, -0.01599], [1.43914, 0.82410, 0.70952], [-1.29164, 1.22912, -0.03717], [2.15168, 0.27651, -0.28902]]
}

---

{
  "formula": "C2H2F2P",
  "method": "wB97M-V/def2-TZVPD",
  "de_lowest_kcal_mol": 21.1,
  "orbital_gap_ev": 9.49,
  "e_homo_ha": -0.620,
  "total_charge": 1,
  "species": ["C", "C", "F", "F", "P", "H", "H"],
  "xyz": [[0.71481, -0.05986, -0.20034], [1.80826, 0.02509, 0.37376], [-1.94338, -1.04403, -0.36214], [-1.87135, 1.23485, -0.22593], [-1.41981, 0.04651, 0.60396], [0.10141, 0.07675, -1.08871], [2.61006, -0.27931, 0.89940]]
}

---

{
  "formula": "C2H2F2S",
  "method": "wB97M-V/def2-TZVPD",
  "de_lowest_kcal_mol": 85.2,
  "orbital_gap_ev": [8.68, 7.77],
  "e_homo_ha": [-0.317, -0.313],
  "total_charge": 0,
  "species": ["C", "C", "F", "F", "S", "H", "H"],
  "xyz": [[-2.52269, -0.53227, 0.09534], [0.17182, -0.35306, 0.18306], [-2.91465, -1.73128, -0.23202], [0.48868, -1.52523, 0.71999], [-3.36453, 0.76220, 0.41647], [0.21116, 0.48267, 0.85179], [0.33710, -0.29528, -0.87660]]
}

---

{
  "formula": "C2H2F3IS",
  "method": "wB97M-V/def2-TZVPD",
  "de_lowest_kcal_mol": 52.1,
  "orbital_gap_ev": [8.05, 6.52],
  "e_homo_ha": [-0.358, -0.333],
  "total_charge": 0,
  "species": ["C", "C", "F", "F", "F", "S", "I", "H", "H"],
  "xyz": [[-0.35934, 1.73108, -0.62759], [0.41484, -1.45498, 0.34311], [-0.02730, -1.22185, 1.59509], [0.81147, -2.76059, 0.34319], [-0.75051, -1.39204, -0.36861], [1.59239, -0.26161, -0.24259], [-1.43979, 2.17292, 1.00961], [0.47188, 2.42089, -0.92808], [-0.71362, 0.76618, -1.12412]]
}

---

{
  "formula": "C2H2F3NO",
  "method": "wB97M-V/def2-TZVPD",
  "de_lowest_kcal_mol": 88.8,
  "orbital_gap_ev": [9.62, 9.62],
  "smiles": "[O-]/[NH+]=C(/F)C(F)F",
  "e_homo_ha": [-0.338, -0.338],
  "total_charge": 0,
  "species": ["C", "C", "N", "O", "F", "F", "F", "H", "H"],
  "xyz": [[-0.01333, -0.39959, -0.42567], [0.96540, 0.32333, 0.50986], [-1.29059, -0.09776, -0.33886], [-1.72196, 0.53107, 0.64209], [0.33171, -1.16263, -1.43998], [1.71571, 1.18965, -0.23222], [1.77062, -0.61911, 0.98304], [-2.05543, -0.46477, -0.99683], [0.29785, 0.69982, 1.29858]]
}